# H26O13

A 13-piece molecular cluster, H26O13 overall (ωB97M-V/def2-TZVPD, OMol25).

Computed properties:
largest force on an atom	11.008	eV Å⁻¹
LUMO	0.0187	eV
energy above the lowest of the compared OMol25 structures with the same formula, charge and spin	642.40	kJ/mol
Kohn-Sham gap	0.37724	Eh
highest occupied orbital energy	-10.25	eV

Last column: Mulliken charge in e.
Element x y z (Å)
O 2.46215 1.46043 -0.91714  -0.820
O -0.97819 -2.42666 1.18931  -0.694
O -0.05604 1.86183 -1.73526  -0.574
O 2.95234 -2.11985 0.01561  -0.635
O -1.77392 0.51610 -3.12086  -0.682
O -0.19058 2.23647 2.28081  -0.587
O -3.26249 0.51550 2.04619  -0.626
O 0.45599 -1.24116 -0.68903  -0.419
O 1.57346 -3.63894 1.44478  -0.655
O -3.17745 0.98487 -0.88299  -0.483
O 0.48562 -0.48715 -3.81672  -0.702
O 2.34644 2.38881 1.65291  -0.543
O -0.61478 -0.10515 2.10423  -0.609
H 1.72407 0.94691 -1.15090  0.478
H -0.85307 2.21922 -1.81371  0.180
H -2.74161 1.63332 -1.20764  0.231
H 0.59768 0.10060 -3.05597  0.517
H -0.09048 0.81556 -1.66210  -0.033
H -3.90177 0.87849 -1.40334  0.261
H 1.86504 -3.28385 2.33075  0.329
H 1.39281 -0.75056 -4.09876  0.343
H -1.27474 -2.50755 0.25206  0.305
H -1.30622 -1.63803 1.48979  0.308
H 2.43280 2.13773 0.82446  0.376
H -0.22777 0.69971 2.09461  0.264
H -1.92898 -0.22043 -2.40863  0.340
H -1.04788 2.62169 2.87006  0.323
H 0.52130 2.59724 2.57814  0.278
H 0.61648 -3.57963 1.48518  0.338
H 2.06290 -2.58558 0.15620  0.262
H -2.52782 0.17904 2.49936  0.393
H -0.10801 -0.69596 2.69277  0.285
H 2.72274 3.10553 1.86141  0.242
H 1.91809 2.28866 -0.96768  0.312
H -3.01972 0.28809 1.20673  0.263
H 0.72520 -2.09026 -1.21817  0.347
H -1.15174 0.03035 -3.72919  0.392
H 2.99742 -1.43955 0.64656  0.297
H 0.38075 -1.69582 0.15621  0.399

Force components x, y, z for each atom (eV/Å):
O 0.326 2.471 0.309
O 0.632 -4.457 -2.354
O 6.491 -4.838 1.237
O -0.950 -2.008 -1.781
O -0.231 -3.255 0.985
O -10.974 -0.807 -0.317
O -2.445 1.285 2.489
O 0.448 -2.611 -2.324
O 0.036 -0.048 1.846
O -1.584 -6.360 5.874
O 1.474 -0.526 -0.216
O -5.311 -6.581 4.729
O -1.793 -6.325 0.729
H -0.971 -2.172 -0.212
H -5.340 1.583 -0.809
H 4.668 6.778 -3.334
H 0.370 -0.068 -0.521
H -1.050 3.607 0.185
H -3.331 -0.583 -2.286
H -0.292 -0.612 -1.507
H -1.028 0.354 0.327
H 0.039 0.095 1.188
H -1.288 3.455 1.059
H 0.985 -1.902 -6.339
H 2.051 4.698 0.077
H 0.112 2.162 -1.842
H 3.710 -1.679 -2.527
H 7.208 3.723 2.816
H -0.563 -0.045 0.225
H 2.641 0.959 0.294
H 1.666 -0.541 1.571
H -0.174 0.685 -0.396
H 4.776 8.468 2.005
H 1.052 -0.314 -0.139
H 0.481 -0.443 -4.046
H -0.494 2.746 0.620
H -0.939 0.848 0.379
H -0.080 1.447 1.151
H -0.328 0.813 0.854